Record 1
Molecular formula: C4H5NO
Method: DFT, ωB97M-V/def2-TZVPD

```
11
Properties=species:S:1:pos:R:3:nbo_charge:R:1
H -0.87725 2.21952 1.28142 0.336
N 0.06151 1.83402 1.36296 -0.654
C 0.19557 0.97965 0.44733 0.514
C -0.83433 0.42355 -0.45312 -0.294
C -0.46343 -0.81880 -0.73537 -0.168
C 0.90222 -1.05652 -0.14072 -0.107
O 1.32328 0.22319 0.32116 -0.478
H -1.75396 0.94616 -0.69540 0.229
H -1.03618 -1.56817 -1.26516 0.224
H 1.62827 -1.45522 -0.85284 0.202
H 0.85432 -1.72737 0.72973 0.196
```

Calculated values
Calculated total energy, Ha: -285.3774
Energy relative to the best compared isomer or geometry (same formula, charge and spin), kcal per mole: 23.31
Structure (SMILES): [H]/N=C1\C=CCO1
Gap between HOMO and LUMO, eV: 10.53
LUMO level, eV: 0.912

=====

Record 2
Molecular formula: C4H5NO
Method: DFT, ωB97M-V/def2-TZVPD

```
11
Properties=species:S:1:pos:R:3:nbo_charge:R:1
O -1.96754 -0.42148 -1.15947 -0.536
C -0.95148 -0.06791 -0.61995 0.556
C 0.52422 -0.39077 -0.93310 -0.530
C 0.66819 -0.31312 0.58963 -0.041
N 0.54498 1.03558 1.02972 -0.535
C -0.70700 0.34417 0.78909 -0.191
H 0.67721 -1.35037 -1.43070 0.244
H 1.07862 0.38549 -1.47366 0.224
H 0.76068 -1.12364 1.29007 0.228
H 0.73638 1.68929 0.27604 0.360
H -1.36426 0.21278 1.64234 0.221
```

Calculated values
Calculated total energy, Ha: -285.3285
Energy relative to the best compared isomer or geometry (same formula, charge and spin), kcal per mole: 54.02
Gap between HOMO and LUMO, eV: 10.49
LUMO level, eV: 0.989

=====

Record 3
Molecular formula: C4H5NO
Method: DFT, ωB97M-V/def2-TZVPD

```
11
Properties=species:S:1:pos:R:3:nbo_charge:R:1
C -1.44053 0.16094 1.22366 -0.476
C -0.71925 0.34479 0.14280 0.369
N -0.76614 -0.43521 -1.00507 -0.394
C 0.46787 -0.54616 -1.32089 0.079
C 1.30653 0.17725 -0.38939 -0.137
O 0.47324 0.94740 0.39480 -0.481
H -2.32818 -0.41150 1.06320 0.208
H -1.26113 0.72922 2.12131 0.218
H 0.81854 -1.14124 -2.14547 0.208
H 1.38735 -0.70731 0.56180 0.177
H 2.20006 0.75023 -0.61002 0.228
```

Calculated values
Calculated total energy, Ha: -285.3118
Energy relative to the best compared isomer or geometry (same formula, charge and spin), kcal per mole: 64.52
Structure (SMILES): C=C1N=CCO1
Gap between HOMO and LUMO, eV: 9.20
LUMO level, eV: 0.630

=====

Record 4
Molecular formula: C4H5NO
Method: DFT, ωB97M-V/def2-TZVPD

```
11
Properties=species:S:1:pos:R:3:nbo_charge:R:1
H -2.17177 1.20488 -1.01904 0.342
N -1.19128 1.49928 -1.01966 -0.564
C -0.64455 0.68668 -0.23483 0.334
C -0.78944 -0.44834 0.64838 -0.490
C 0.58763 0.22175 0.43291 -0.410
C 1.55740 -0.56307 -0.38870 0.443
O 1.27335 -1.60142 -0.93865 -0.519
H -1.29157 -0.29659 1.59815 0.238
H -0.89674 -1.42131 0.17465 0.259
H 0.99967 0.83920 1.22832 0.245
H 2.56729 -0.12107 -0.48153 0.124
```

Calculated values
Calculated total energy, Ha: -285.3350
Energy relative to the best compared isomer or geometry (same formula, charge and spin), kcal per mole: 49.93
Structure (SMILES): [H]/N=C1\C[C@H]1C=O
Gap between HOMO and LUMO, eV: 10.70
LUMO level, eV: 0.813

=====

Record 5
Molecular formula: C4H5NO
Method: DFT, ωB97M-V/def2-TZVPD

```
11
Properties=species:S:1:pos:R:3:nbo_charge:R:1
N -1.27637 1.74141 1.61917 -0.392
C -0.35296 1.51212 0.93733 0.199
C 0.14187 -0.01418 0.36126 0.295
O -0.10246 -0.72805 1.48863 -0.663
C -0.35205 -0.17339 -1.03984 -0.446
C 1.09239 -0.49987 -0.71078 -0.442
H -0.82884 -0.20230 1.87453 0.500
H -1.05252 -0.95949 -1.30566 0.236
H -0.52816 0.79454 -1.49680 0.229
H 1.39607 -1.55750 -0.78567 0.250
H 1.87725 0.17634 -1.01581 0.233
```

Calculated values
Calculated total energy, Ha: -285.2924
Energy relative to the best compared isomer or geometry (same formula, charge and spin), kcal per mole: 76.67
Structure (SMILES): N#CC1(O)CC1
Gap between HOMO and LUMO, eV: 10.28
LUMO level, eV: -0.107

=====

Record 6
Molecular formula: C4H5NO
Method: DFT, ωB97M-V/def2-TZVPD

```
11
Properties=species:S:1:pos:R:3:nbo_charge:R:1
C -1.81668 0.01394 0.23564 -0.670
C -0.33628 0.11788 0.07813 0.227
C 0.50098 1.12939 -0.31847 -0.340
C 1.73705 0.42695 -0.20077 -0.268
N 1.61722 -0.92735 0.25267 -0.056
O 0.32063 -1.08398 0.36709 -0.242
H -2.09536 -0.77747 0.93714 0.228
H -2.20612 0.96796 0.59750 0.247
H -2.29001 -0.19549 -0.72974 0.236
H 1.81043 -0.48035 -1.03027 0.386
H 2.75814 0.80854 -0.18892 0.252
```

Calculated values
Calculated total energy, Ha: -285.1967
Energy relative to the best compared isomer or geometry (same formula, charge and spin), kcal per mole: 136.70
Gap between HOMO and LUMO, eV: 8.57
LUMO level, eV: 0.005

=====

Record 7
Molecular formula: C4H5NO
Method: DFT, ωB97M-V/def2-TZVPD

```
11
Properties=species:S:1:pos:R:3:nbo_charge:R:1
C 1.19893 0.25156 -0.09104 -0.677
C -0.26909 0.20346 0.22041 0.168
N -1.18642 -0.02566 -0.65965 -0.105
O -0.63792 -0.13589 -1.92194 -0.556
C -0.71774 0.80885 1.63642 -0.074
C -0.77635 -0.44037 1.78222 -0.215
H 1.46771 1.24242 -0.47103 0.245
H 1.77458 0.06123 0.81602 0.231
H 1.45018 -0.48637 -0.85755 0.238
H -1.41570 -0.23480 -2.48727 0.485
H -0.75630 -1.48322 2.04010 0.260
```

Calculated values
Calculated total energy, Ha: -285.2047
Energy relative to the best compared isomer or geometry (same formula, charge and spin), kcal per mole: 131.70
Gap between HOMO and LUMO, eV: 9.45
LUMO level, eV: 0.270

=====

Record 8
Molecular formula: C4H5NO
Method: DFT, ωB97M-V/def2-TZVPD

```
11
Properties=species:S:1:pos:R:3:nbo_charge:R:1
N -2.40416 -0.85601 1.69187 -0.324
C -1.38413 -0.41825 1.36624 0.286
C -0.09588 0.13717 0.94538 -0.530
C -0.03478 0.46227 -0.55651 -0.508
C 1.04725 -0.31694 -1.27504 0.446
O 1.75544 -1.14182 -0.75180 -0.515
H 0.10176 1.02748 1.54923 0.254
H 0.68682 -0.59468 1.17582 0.281
H -0.98420 0.24766 -1.06324 0.251
H 0.15458 1.52885 -0.73015 0.240
H 1.15731 -0.07572 -2.35179 0.119
```

Calculated values
Calculated total energy, Ha: -285.3898
Energy relative to the best compared isomer or geometry (same formula, charge and spin), kcal per mole: 15.56
Structure (SMILES): N#CCCC=O
Gap between HOMO and LUMO, eV: 11.29
LUMO level, eV: 0.693

=====

Record 9
Molecular formula: C4H5NO
Method: DFT, ωB97M-V/def2-TZVPD

```
11
Properties=species:S:1:pos:R:3:nbo_charge:R:1
C -1.15399 -0.05539 -1.83716 -0.457
C -0.48846 -0.02160 -0.71965 0.165
C 0.36955 0.01857 0.27388 -0.084
C 0.11673 0.03450 1.75499 -0.638
N 1.80115 0.05931 -0.06957 0.137
O 2.05814 0.02425 -1.24425 -0.281
H -1.45595 0.86069 -2.33892 0.235
H -1.40898 -1.00129 -2.30885 0.235
H 1.07001 0.22707 2.25743 0.235
H -0.59217 0.81449 2.04644 0.227
H -0.26639 -0.92614 2.11416 0.226
```

Calculated values
Calculated total energy, Ha: -285.2648
Energy relative to the best compared isomer or geometry (same formula, charge and spin), kcal per mole: 93.97
Structure (SMILES): C=C=C(C)N=O
Gap between HOMO and LUMO, eV: 8.64
LUMO level, eV: -0.424

=====

Record 10
Molecular formula: C4H5NO
Method: DFT, ωB97M-V/def2-TZVPD

```
11
Properties=species:S:1:pos:R:3:nbo_charge:R:1
N -0.52323 -1.10518 -1.43550 -0.784
C -0.23260 -0.22034 -0.32641 0.214
C 1.07145 -0.24202 0.01982 -0.413
C 1.04621 0.70854 1.13137 -0.331
C -0.23852 1.15346 1.29398 0.066
O -1.09690 0.57560 0.37070 -0.439
H -1.12274 -1.91650 -1.23754 0.405
H -0.81484 -0.66562 -2.31785 0.405
H 0.68145 -1.26928 -1.28760 0.457
H 1.88055 1.03557 1.75198 0.219
H -0.71614 1.84815 1.98132 0.200
```

Calculated values
Calculated total energy, Ha: -285.2523
Energy relative to the best compared isomer or geometry (same formula, charge and spin), kcal per mole: 101.82
Gap between HOMO and LUMO, eV: 8.72
LUMO level, eV: 0.401

=====

Record 11
Molecular formula: C4H5NO
Method: DFT, ωB97M-V/def2-TZVPD

```
11
Properties=species:S:1:pos:R:3:nbo_charge:R:1
H -0.02365 2.56893 -1.30910 0.341
N -0.50086 1.70426 -1.35960 -0.683
C 0.01074 0.78711 -0.67339 0.512
C -0.69368 -0.47465 -0.73841 -0.256
C -0.32166 -1.16930 0.31170 -0.186
C 0.68680 -0.38059 1.10245 -0.102
O 0.91768 0.82228 0.35312 -0.483
H -1.40637 -0.68859 -1.53291 0.244
H -0.62604 -2.16582 0.55540 0.220
H 1.63599 -0.89668 1.19091 0.195
H 0.32105 -0.10694 2.09983 0.197
```

Calculated values
Calculated total energy, Ha: -285.3738
Energy relative to the best compared isomer or geometry (same formula, charge and spin), kcal per mole: 25.61
Structure (SMILES): [H]/N=C1/C=CCO1
Gap between HOMO and LUMO, eV: 10.41
LUMO level, eV: 0.966

=====

Record 12
Molecular formula: C4H5NO
Method: DFT, ωB97M-V/def2-TZVPD

```
11
Properties=species:S:1:pos:R:3:nbo_charge:R:1
C -0.99711 -0.55524 -0.26749 -0.341
C 2.11861 -0.97942 -0.06495 -0.066
C 0.78342 1.14639 -0.08890 -0.015
C -0.59377 0.72295 -0.07091 -0.256
N 1.65932 0.26104 0.03191 0.015
O 3.03276 0.18074 -0.08941 -0.370
H -0.47999 -1.41780 -0.35304 0.201
H 2.36502 -1.64198 0.71557 0.179
H 1.12077 2.22400 -0.00221 0.230
H -2.00967 -0.75766 -0.56832 0.200
H -1.19559 1.56433 0.31129 0.224
```

Calculated values
Calculated total energy, Ha: -285.1502
Energy relative to the best compared isomer or geometry (same formula, charge and spin), kcal per mole: 165.93
Gap between HOMO and LUMO (alpha / beta), eV: 7.43 / 7.42
LUMO level (alpha / beta), eV: -0.146 / -0.146

=====

Record 13
Molecular formula: C4H5NO
Method: DFT, ωB97M-V/def2-TZVPD

```
11
Properties=species:S:1:pos:R:3:nbo_charge:R:1
C 0.27242 -0.48759 -1.77414 -0.638
C 0.10066 -0.08859 -0.33867 -0.080
N 1.25615 0.27416 0.35882 0.130
O 1.08866 0.60191 1.53574 -0.281
C -0.77833 0.39962 1.70944 -0.291
C -1.02715 -0.01455 0.42848 -0.019
H 1.33399 -0.60854 -2.00738 0.227
H -0.24204 -1.43133 -1.97487 0.228
H -0.14380 0.26856 -2.44789 0.225
H -0.78871 -0.32383 2.52615 0.249
H -1.02675 1.41922 2.00776 0.249
```

Calculated values
Calculated total energy, Ha: -285.2354
Energy relative to the best compared isomer or geometry (same formula, charge and spin), kcal per mole: 112.44
Gap between HOMO and LUMO, eV: 8.76
LUMO level, eV: -0.712

=====

Record 14
Molecular formula: C4H5NO
Method: DFT, ωB97M-V/def2-TZVPD

```
11
Properties=species:S:1:pos:R:3:nbo_charge:R:1
C -0.93000 -0.65803 0.60434 -0.660
C 0.51982 -0.27678 0.67018 -0.206
C 1.28810 -0.00779 -0.37395 0.078
O 0.73038 0.32123 -1.63297 -0.307
C -0.89791 2.00723 -0.85802 0.223
N -0.19116 1.25673 -1.43217 -0.244
H -1.61379 0.07391 1.04647 0.238
H -1.24965 -0.84791 -0.42434 0.224
H -1.02203 -1.59372 1.16657 0.229
H 0.99726 -0.29138 1.64426 0.221
H 2.36899 0.01651 -0.41038 0.205
```

Calculated values
Calculated total energy, Ha: -285.2454
Energy relative to the best compared isomer or geometry (same formula, charge and spin), kcal per mole: 106.14
Gap between HOMO and LUMO, eV: 10.62
LUMO level, eV: 0.693

=====

Record 15
Molecular formula: C4H5NO
Method: DFT, ωB97M-V/def2-TZVPD

```
11
Properties=species:S:1:pos:R:3:nbo_charge:R:1
O -2.19184 1.49345 0.95866 -0.510
C -1.24690 2.11954 1.08015 0.511
C -1.01168 -1.04974 -0.60700 -0.039
N -0.19360 -1.23603 0.34379 -0.410
C 1.65442 0.17500 -0.37132 -0.445
C 0.81057 -0.27527 0.55804 -0.047
H -1.76979 -1.80698 -0.81545 0.177
H -1.00498 -0.14688 -1.23479 0.152
H 1.61569 -0.18923 -1.39558 0.199
H 2.44133 0.87778 -0.11400 0.210
H 0.89679 0.03836 1.59750 0.202
```

Calculated values
Calculated total energy, Ha: -285.3492
Energy relative to the best compared isomer or geometry (same formula, charge and spin), kcal per mole: 41.03
Gap between HOMO and LUMO, eV: 10.24
LUMO level, eV: 0.909

=====

Record 16
Molecular formula: C4H5NO
Method: DFT, ωB97M-V/def2-TZVPD

```
11
Properties=species:S:1:pos:R:3:nbo_charge:R:1
C 1.39568 -2.21243 -0.17882 -0.217
C 1.06866 -1.06077 -0.05211 -0.035
C 0.69013 0.34770 0.12773 -0.312
N -0.48918 0.50856 0.95856 -0.604
C -1.62246 1.09311 0.48294 0.530
O -1.74004 1.58949 -0.61851 -0.607
H 1.67749 -3.23520 -0.30488 0.238
H 0.44657 0.80800 -0.83449 0.268
H 1.53658 0.90265 0.55079 0.223
H -0.51633 0.06021 1.86170 0.400
H -2.43953 1.08236 1.22794 0.115
```

Calculated values
Calculated total energy, Ha: -285.3515
Energy relative to the best compared isomer or geometry (same formula, charge and spin), kcal per mole: 39.59
Structure (SMILES): C#CCNC=O
Gap between HOMO and LUMO, eV: 10.86
LUMO level, eV: 0.851

=====

Record 17
Molecular formula: C4H5NO
Method: DFT, ωB97M-V/def2-TZVPD

```
11
Properties=species:S:1:pos:R:3:nbo_charge:R:1
C 0.53052 -1.53296 -0.43983 -0.430
C 0.89402 0.57917 1.12598 0.483
O 0.77873 0.72192 2.24681 -0.525
C -1.05543 1.62348 -0.21137 -0.651
C -0.86422 0.43444 -0.74207 0.442
N -0.54914 -0.68286 -1.12227 -0.435
H 0.67779 -1.60633 0.65839 0.203
H 1.50647 -1.23232 -0.83839 0.217
H 0.26219 -2.52399 -0.76819 0.206
H -0.39856 2.44322 -0.48411 0.246
H -1.78237 1.77622 0.57506 0.245
```

Calculated values
Calculated total energy, Ha: -285.3129
Energy relative to the best compared isomer or geometry (same formula, charge and spin), kcal per mole: 63.79
Gap between HOMO and LUMO, eV: 9.74
LUMO level, eV: 0.971

=====

Record 18
Molecular formula: C4H5NO
Method: DFT, ωB97M-V/def2-TZVPD

```
11
Properties=species:S:1:pos:R:3:nbo_charge:R:1
C -2.06015 -0.29003 0.09538 -0.702
C -0.60912 -0.28830 0.48144 0.532
O -0.06596 -1.33087 0.80181 -0.573
C 0.22085 0.92896 0.48180 -0.284
C 1.34279 0.82319 -0.02380 0.303
N 2.55012 0.53130 -0.44000 -0.795
H -2.17399 -0.10597 -0.97839 0.232
H -2.61467 0.48349 0.63087 0.232
H -2.43765 -1.28679 0.33729 0.236
H 3.00075 -0.27592 -0.03006 0.415
H 2.84702 0.81094 -1.35633 0.404
```

Calculated values
Calculated total energy, Ha: -285.3192
Energy relative to the best compared isomer or geometry (same formula, charge and spin), kcal per mole: 59.85
Structure (SMILES): CC(=O)C#CN
Gap between HOMO and LUMO, eV: 9.74
LUMO level, eV: 0.677

=====

Record 19
Molecular formula: C4H5NO
Method: DFT, ωB97M-V/def2-TZVPD

```
11
Properties=species:S:1:pos:R:3:nbo_charge:R:1
C -2.44221 0.12414 0.24061 -0.696
C -0.99139 0.03022 0.09854 0.097
C 0.19895 -0.13757 -0.00813 -0.169
C 1.59219 -0.57794 -0.09840 0.616
N 2.50069 0.39959 -0.36704 -0.806
O 1.89620 -1.74747 0.04678 -0.576
H -2.92265 -0.56681 -0.45948 0.245
H -2.82003 1.13209 0.04722 0.239
H -2.73453 -0.16818 1.25413 0.245
H 3.47493 0.13851 -0.36743 0.406
H 2.24783 1.37344 -0.38680 0.401
```

Calculated values
Calculated total energy, Ha: -285.3716
Energy relative to the best compared isomer or geometry (same formula, charge and spin), kcal per mole: 26.94
Structure (SMILES): CC#CC(N)=O
Gap between HOMO and LUMO, eV: 10.75
LUMO level, eV: 0.867

=====

Record 20
Molecular formula: C4H5NO
Method: DFT, ωB97M-V/def2-TZVPD

```
11
Properties=species:S:1:pos:R:3:nbo_charge:R:1
O -1.78150 1.35461 1.23537 -0.479
C -1.07701 0.79588 0.49201 0.604
C -1.14599 -0.65188 -0.46243 -0.323
N -0.11791 -1.12914 0.30638 -0.325
C 1.57127 0.24623 -0.34049 -0.276
C 0.55685 0.09890 0.60114 -0.266
H -2.01121 -1.31026 -0.60371 0.214
H -0.89048 -0.12790 -1.40654 0.207
H 1.43497 -0.12990 -1.34857 0.193
H 2.55868 0.62111 -0.07901 0.197
H 0.85767 0.23040 1.64404 0.254
```

Calculated values
Calculated total energy, Ha: -285.2231
Energy relative to the best compared isomer or geometry (same formula, charge and spin), kcal per mole: 120.16
Gap between HOMO and LUMO (alpha / beta), eV: 7.75 / 8.45
LUMO level (alpha / beta), eV: -0.783 / -0.714